1.
Here is a structure of composition C49H49LiN3O2P4 from the OMol25 dataset. Energies are from wB97M-V/def2-TZVPD.

The geometry in XYZ format:
```
108
Properties=species:S:1:pos:R:3:mulliken_charge:R:1
Li 0.31542 -0.01101 -0.04505 1.9885
C -2.58001 4.68921 -3.25951 -0.7277
C -1.32788 5.17730 -2.90926 -0.5790
C -0.55901 4.51402 -1.96114 -0.7089
C -1.03105 3.34934 -1.36242 0.9734
C -2.28787 2.86358 -1.72411 -0.6055
C -3.06234 3.53063 -2.66274 -0.4040
P -0.10247 2.42579 -0.08884 1.5332
C -0.39749 3.48505 1.39698 0.1241
C -1.22529 4.60198 1.45688 -0.8563
C -1.42193 5.27135 2.66259 -0.7417
C -0.79192 4.83904 3.81862 -0.7386
C 0.03906 3.72431 3.77292 -0.7060
C 0.22373 3.05404 2.57523 -0.4998
C 1.72409 2.66358 -0.32094 0.1830
C 2.44154 3.62669 0.39359 -0.0386
C 3.82881 3.63362 0.36119 -0.8329
C 4.50627 2.65487 -0.35190 -1.0232
C 3.78781 1.70523 -1.07023 -0.8508
C 2.39203 1.70509 -1.11641 0.6366
H -3.18046 5.21319 -3.99310 0.3824
H -0.95153 6.07970 -3.37572 0.4468
H 0.41648 4.90258 -1.68574 0.3868
H -2.64858 1.94343 -1.27449 0.3172
H -4.03862 3.14579 -2.93207 0.4095
H -1.73029 4.95499 0.56706 0.3677
H -2.06874 6.13997 2.69358 0.4526
H -0.93978 5.37266 4.74900 0.4082
H 0.54221 3.38557 4.67218 0.5048
H 0.88957 2.19670 2.52204 0.7268
H 1.92182 4.36614 0.99079 0.4458
H 4.37969 4.39180 0.90468 0.4165
H 5.59103 2.64417 -0.35944 0.4325
H 4.35760 0.96361 -1.63109 0.2420
O 0.98908 -0.44644 1.56184 -0.0269
P 0.73370 -1.70571 2.33724 0.0861
C 0.22368 -3.06304 1.21194 -1.2998
P -1.01758 -2.50816 -0.01709 0.1367
O -0.42396 -1.44187 -0.89251 -0.1077
C -2.48635 -1.95582 0.85035 0.4140
C -2.71805 -0.59154 1.01042 -0.2965
C -3.83457 -0.16037 1.71215 -0.2535
C -4.71534 -1.08812 2.24830 -0.7759
C -4.49293 -2.45006 2.07876 -0.7549
C -3.38063 -2.88674 1.37996 -0.8041
C -1.54577 -3.94487 -0.95780 0.3584
C -1.28927 -5.26109 -0.58521 -0.0171
C -1.78242 -6.30698 -1.35450 -0.7518
C -2.52745 -6.03839 -2.49307 -0.4794
C -2.77919 -4.72512 -2.87326 -0.7285
C -2.29096 -3.67891 -2.10873 -0.6858
C 2.23290 -2.28701 3.14060 0.6407
C 3.42530 -1.65002 2.80389 -0.4478
C 4.61455 -2.06037 3.39068 -0.8325
C 4.61300 -3.10424 4.30406 -0.4886
C 3.42397 -3.74118 4.64028 -0.7315
C 2.23265 -3.33249 4.06352 -0.5416
C -0.49189 -1.51954 3.63943 1.1603
C -1.18135 -2.58624 4.21261 -0.3507
C -2.02148 -2.36536 5.29281 -0.8586
C -2.18070 -1.08221 5.80042 -0.6337
C -1.50959 -0.01449 5.22087 -0.6226
C -0.66711 -0.23127 4.14144 -0.4838
H -0.09126 -3.93838 1.78109 0.7032
H 1.11701 -3.31037 0.63433 0.5850
H -2.03375 0.13574 0.58563 0.3677
H -4.01248 0.90081 1.83824 0.5568
H -5.58408 -0.75071 2.80029 0.4216
H -5.19302 -3.16930 2.48470 0.4644
H -3.21525 -3.94787 1.23025 0.4943
H -0.70218 -5.48282 0.29792 0.3508
H -1.58111 -7.33014 -1.06520 0.4308
H -2.91399 -6.85624 -3.08791 0.3953
H -3.35776 -4.52012 -3.76459 0.4337
H -2.48126 -2.65046 -2.39660 0.3356
H 3.40683 -0.82677 2.09855 0.4243
H 5.54116 -1.56189 3.13667 0.4397
H 5.54063 -3.41902 4.76528 0.3983
H 3.42601 -4.54988 5.35957 0.4225
H 1.30639 -3.81713 4.34767 0.3480
H -1.08087 -3.59163 3.81798 0.3287
H -2.55669 -3.19536 5.73632 0.4250
H -2.84015 -0.91509 6.64307 0.4221
H -1.64347 0.98978 5.60394 0.5288
H -0.14846 0.59666 3.67767 -0.1237
C 1.05474 -0.96112 -5.21399 -0.7496
N 2.30155 -0.64779 -4.36339 0.1962
C 2.95190 0.61754 -4.93612 -0.7785
N 2.02507 1.68460 -5.02343 0.2212
C 0.86435 1.29694 -5.82327 -1.0255
N 0.17834 0.14197 -5.26362 0.2642
C -0.34253 0.48074 -3.90664 -2.1071
P 0.96863 1.04153 -2.48376 2.1632
C 1.96894 -0.49808 -2.90935 -1.6042
C 1.69115 2.27410 -3.71733 -1.5820
H 0.57701 -1.82172 -4.74857 0.3926
H 1.42624 -1.22041 -6.20675 0.3630
H 2.96037 -1.41600 -4.47458 0.3666
H 3.31795 0.34092 -5.92564 0.3518
H 3.78433 0.87242 -4.28141 0.4096
H 1.19557 1.06556 -6.83883 0.3070
H 0.17094 2.13443 -5.85860 0.4104
H -0.90772 -0.38277 -3.53130 0.2299
H -1.06447 1.29394 -4.03028 0.3757
H 1.37609 -1.36500 -2.61104 0.2799
H 2.90470 -0.49666 -2.35206 0.4845
H 2.58443 2.74452 -3.31466 0.6615
H 0.94599 3.05415 -3.88277 0.3285
```

Properties
* electronic energy: -97531.0862 eV
* net charge: +1
* HOMO: -7.9 eV

---

2.
Here is a structure of composition C30H31CuN5O9PS2 from the OMol25 dataset. Energies are from wB97M-V/def2-TZVPD.

The geometry in XYZ format:
```
79
Properties=species:S:1:pos:R:3:mulliken_charge:R:1
Cu -2.70703 -0.06970 0.61002 -0.4847
C -3.00713 -2.44868 3.44563 -1.2813
C -1.64520 -1.71641 3.45023 0.7146
C -0.51607 -2.18556 4.12553 -0.5870
C 0.63614 -1.45916 4.08519 -0.6638
C 0.71240 -0.25643 3.37265 -0.6029
C -0.47152 0.15347 2.78863 0.1796
N -1.57642 -0.58624 2.77834 -0.1530
C -0.53046 1.37809 1.90856 1.1687
C 0.27213 2.49660 2.17911 -0.7261
C 0.17932 3.63506 1.40364 -0.6999
C -0.79433 3.62366 0.45626 -0.7980
C -1.50841 2.44234 0.11924 0.8609
N -1.41267 1.35569 0.89292 0.3583
C -2.50965 2.46410 -1.01458 0.6934
C -2.56715 3.41085 -2.01583 -0.8308
C -3.63756 3.41710 -2.83149 -0.4126
C -4.58626 2.42606 -2.77900 -0.7146
C -4.40853 1.42935 -1.84557 0.9429
C -5.47763 0.38640 -1.61438 -1.2078
N -3.41334 1.47882 -0.91763 -0.1705
H -3.44802 -2.52410 4.44162 0.4178
H -2.86124 -3.50279 3.06128 0.2275
H -3.80140 -2.01380 2.82298 0.1228
H -0.39360 -3.14198 4.58416 0.3911
H 1.45384 -1.89748 4.58968 0.4923
H 1.64795 0.27858 3.24133 0.2973
H 1.03760 2.41482 2.97733 0.5371
H 0.77067 4.51073 1.64951 0.4373
H -0.94264 4.49793 -0.16343 0.3825
H -1.67206 4.03750 -2.22114 0.3738
H -3.72343 4.24023 -3.53644 0.3992
H -5.47449 2.35837 -3.48847 0.2575
H -5.82927 0.39166 -0.58676 0.2638
H -5.11318 -0.64497 -1.83839 0.1304
H -6.25494 0.51402 -2.39017 0.3758
O -5.39958 -3.11577 0.73887 -0.7462
C -4.42279 -2.45296 0.40573 0.2564
O -4.35123 -1.13150 0.55655 -0.4118
C -3.29709 -3.15474 -0.30665 0.2473
C -3.52677 -4.47467 -0.61822 -0.7022
C -2.55901 -5.31056 -1.29109 -0.6488
C -1.29892 -4.81382 -1.47936 -0.0751
C -1.05769 -3.48558 -1.16887 -0.1829
C -2.00752 -2.56943 -0.57705 0.9213
O -1.57557 -1.39043 -0.40227 -0.3620
N 0.31022 -3.05110 -1.31133 1.1420
O 0.73298 -2.79630 -2.44087 -0.6250
O 1.09805 -3.00503 -0.35827 -0.5859
N -2.87123 -6.64104 -1.67247 1.0185
O -1.97838 -7.36026 -2.07898 -0.6560
O -4.06451 -6.94240 -1.56791 -0.6393
H -4.52368 -4.87804 -0.51277 0.6073
H -0.52247 -5.44098 -1.85604 0.5514
C 4.39523 -1.30458 -0.83221 -1.1590
C 5.30657 -0.22151 -0.28448 0.9418
C 6.54695 -0.80838 0.41218 -1.5029
O 4.55835 0.47239 0.78018 -0.2626
P 3.74963 1.86893 0.58818 0.6545
S 3.73005 2.63088 2.43016 -0.5843
S 2.15868 1.58042 -0.41926 -0.3880
O 4.82254 2.72161 -0.22451 -0.4524
C 4.63625 3.80920 -1.08775 0.3489
C 4.61272 3.37507 -2.54549 -1.2512
C 3.37189 4.79496 -0.77695 -1.2041
H 4.90051 -1.88920 -1.62663 0.4230
H 3.45522 -0.86788 -1.24157 0.2007
H 4.12760 -2.03227 -0.04080 0.2201
H 5.48983 0.54319 -1.03201 -0.0021
H 6.22847 -1.56595 1.18141 0.2836
H 7.00935 -0.02670 0.99335 0.3781
H 7.23463 -1.32221 -0.21902 0.4018
H 5.52893 4.46628 -0.88466 0.2080
H 3.63805 2.97692 -2.79469 0.2304
H 5.36659 2.60741 -2.67604 0.2942
H 4.68479 4.18444 -3.26984 0.4575
H 2.42537 4.40655 -1.08463 0.2053
H 3.59792 5.62107 -1.44542 0.5476
H 3.31264 5.09988 0.30094 0.2108
```

Properties
* electronic energy: -133090.5548 eV
* net charge: -1
* HOMO (spin up / spin down): -4.8 / -4.8 eV
* spin multiplicity: 2

---

3.
Here is a structure of composition C46H40N11SSiTa from the OMol25 dataset. Energies are from wB97M-V/def2-TZVPD.

The geometry in XYZ format:
```
100
Properties=species:S:1:pos:R:3:mulliken_charge:R:1
Ta 0.74481 -0.23892 0.51335 2.4182
C 3.13256 -3.94913 -0.82054 -1.2067
C 3.39554 -3.76690 -2.17232 -0.5557
C 2.98629 -2.59366 -2.75902 -0.7368
C 2.35688 -1.60470 -1.99920 0.0292
N 2.09537 -1.77786 -0.67971 0.3922
C 2.48084 -2.95607 -0.13711 -0.8834
N 2.05859 -0.45574 -2.69926 -0.2874
C 1.78790 0.68333 -2.20188 -0.6676
N 1.59735 1.03936 -0.84777 1.0633
C 1.52886 2.45371 -0.80448 -0.2608
N 1.45955 3.21858 0.20501 -0.2792
C 1.50390 2.82680 1.52606 0.1016
C 1.49559 3.88711 2.43553 -0.5731
C 1.55006 3.64932 3.78706 -0.7085
C 1.64234 2.32882 4.21044 -1.0740
C 1.65132 1.33303 3.26682 -0.2278
N 1.57288 1.53564 1.93112 0.5609
C 1.56045 2.96965 -2.17875 0.3520
C 1.48355 4.26520 -2.65479 -0.3562
C 1.53453 4.43339 -4.03238 -0.8034
C 1.67583 3.34224 -4.89199 -0.7215
C 1.77192 2.04649 -4.40241 -0.2444
C 1.69961 1.88946 -3.03100 0.3296
H 3.39850 -4.85804 -0.30079 0.5321
H 3.89928 -4.52940 -2.75125 0.4794
H 3.14951 -2.37663 -3.80421 0.6133
H 2.22580 -3.13779 0.89060 0.7681
H 1.44786 4.88386 2.02250 0.6110
H 1.52942 4.46488 4.49717 0.4720
H 1.70856 2.06586 5.25616 0.5239
H 1.72964 0.32020 3.61625 0.1736
H 1.38835 5.10587 -1.98066 0.5926
H 1.46997 5.42837 -4.45206 0.4514
H 1.71711 3.51615 -5.95900 0.4587
H 1.89514 1.19454 -5.05740 0.5440
C 6.30490 -0.87333 2.15447 -0.5889
C 5.53663 -0.11488 1.28385 -1.3095
C 4.15972 -0.25326 1.27572 0.5257
C 3.55295 -1.14981 2.15112 -0.3527
C 4.32125 -1.91649 3.02824 -0.5040
C 5.69447 -1.77370 3.02309 -0.8123
N 2.13279 -1.26968 2.12180 1.7085
N 1.62709 -1.92191 3.05131 -1.0086
C 0.23244 -2.03153 3.03598 -0.5039
C -0.35143 -2.80975 4.00537 -0.3096
C -1.73728 -2.95669 3.98044 -0.7816
C -2.45412 -2.31377 2.99443 -0.6764
C -1.78156 -1.53134 2.06328 -0.0235
N -0.46040 -1.38690 2.08039 0.0056
H 7.38133 -0.76670 2.15713 0.4652
H 6.00896 0.58681 0.60993 0.4766
H 3.57099 0.34747 0.59747 0.6219
H 3.84650 -2.62056 3.69621 0.4951
H 6.29533 -2.36878 3.69703 0.4536
H 0.27311 -3.29169 4.74366 0.5831
H -2.23555 -3.56939 4.71936 0.4838
H -3.52814 -2.40723 2.92354 0.5228
H -2.31374 -1.00648 1.28286 0.0577
S -0.30105 -4.48511 0.50428 -0.3705
C -1.73235 -4.56099 -0.34539 -0.0080
N -1.89169 -5.56112 -1.28120 0.0148
C -3.02327 -5.76507 -1.98127 -0.1292
C -4.07704 -4.92925 -1.79402 -0.9866
C -3.87520 -3.88854 -0.87276 0.0328
N -2.77079 -3.69530 -0.18528 -0.0015
H -1.10440 -6.18676 -1.38889 0.2616
H -3.02516 -6.60242 -2.66529 0.4365
H -5.00683 -5.05379 -2.32517 0.4454
H -4.67568 -3.17584 -0.69845 0.4923
N -6.09984 7.15401 0.57485 -0.4483
C -5.34985 6.28656 0.63686 -0.1822
C -4.40866 5.20091 0.71352 0.5477
C -4.77565 4.00747 1.33190 -0.9250
C -3.87317 2.96354 1.40169 -0.3090
C -2.59572 3.10516 0.85656 -0.2205
C -2.23003 4.30777 0.24436 0.0623
C -3.13389 5.34975 0.16977 -0.9271
C -1.64807 2.03492 0.89294 0.0574
C -0.80951 1.15516 0.84125 0.0908
H -5.76653 3.90756 1.75300 0.4955
H -4.15403 2.03629 1.88331 0.5235
H -1.23506 4.41279 -0.17098 0.5609
H -2.86186 6.28211 -0.30580 0.4862
C -3.66101 -0.22851 -0.81397 -0.1822
Si -2.09784 -0.16031 -1.84480 0.0584
C -2.35167 -1.25754 -3.33954 -1.2464
C -1.76938 1.59146 -2.41187 -0.3657
C -0.63038 -0.95690 -0.93537 0.7488
H -4.47800 0.19232 -1.40809 0.4930
H -3.60764 0.34956 0.10675 -0.1070
H -3.93127 -1.25734 -0.56949 -0.2543
H -3.18401 -0.91092 -3.95664 0.3890
H -2.56700 -2.28727 -3.03751 0.2182
H -1.45724 -1.27398 -3.96803 0.3580
H -2.72772 2.08872 -2.58721 0.5503
H -1.21449 1.61306 -3.35288 0.3418
H -1.22593 2.18218 -1.67463 -0.3577
H -0.03299 -1.35950 -1.76161 0.6426
H -1.04001 -1.86225 -0.45166 -0.6956
```

Properties
* electronic energy: -84994.7028 eV
* net charge: +2
* HOMO: -13.0 eV

---

4.
Here is an isolated molecule of C3H4ClNO from the OMol25 dataset. Energies are from wB97M-V/def2-TZVPD.

The geometry in XYZ format:
```
10
Properties=species:S:1:pos:R:3:mulliken_charge:R:1
O 1.63214 -1.40524 -0.05369 -0.3883
N 1.96730 0.01411 0.04441 -0.3441
C 0.88083 0.71139 0.12191 -0.1772
C -0.47105 0.12970 -0.03473 -0.0648
C -1.72554 0.62382 -0.19534 -0.1498
Cl -3.07830 -0.67967 0.07973 -0.2119
H 2.57144 -1.91534 -0.03939 0.3406
H 0.89302 1.70198 0.51064 0.3479
H -0.65865 -0.93485 -0.07919 0.3343
H -2.01119 1.75409 -0.35434 0.3134
```

Properties
* electronic energy: -19232.1161 eV
* SMILES: O/N=C\C=C\Cl
* net charge: 0
* HOMO: -9.5 eV